[1]
The following is a quantum chemistry calculation of a molecular structure, C19H68B2NO38, from the OMol25 dataset.

```
! RIJCOSX wB97M-V def2-TZVPD def2/J DEFGRID3
* xyz -1 1
C 20.19618 -23.07955 -19.44251
C 20.76621 -21.96940 -18.53801
C 21.62894 -22.61346 -17.49335
C 22.77415 -23.45767 -17.94125
N 23.56525 -24.09293 -16.90974
C 22.73827 -25.23458 -16.26694
C 22.74482 -25.08135 -14.82910
C 22.79912 -23.60601 -14.71921
C 23.85860 -23.24433 -15.59695
C 24.83145 -24.52959 -17.41559
C 25.77513 -23.41619 -17.99076
C 27.26462 -23.97581 -18.19342
H 19.31362 -22.86112 -19.88604
H 20.10407 -23.81133 -18.85099
H 20.86084 -23.31653 -20.36088
H 19.74062 -21.69169 -17.79515
H 21.28455 -21.16060 -19.01144
H 20.82315 -23.14191 -16.75976
H 21.96083 -21.78412 -16.94681
H 23.53227 -22.85250 -18.56534
H 22.47629 -24.12865 -18.54170
H 23.14725 -26.28388 -16.59120
H 21.73920 -25.39358 -16.57602
H 23.49209 -25.71703 -14.23025
H 21.58464 -25.42590 -14.48173
H 23.14800 -23.20332 -13.71559
H 21.89736 -23.04236 -14.97811
H 24.75550 -23.49543 -15.05356
H 23.94520 -22.09987 -15.86375
H 24.76220 -25.39666 -18.24947
H 25.56545 -24.92708 -16.53462
H 25.84570 -22.66337 -17.23177
H 25.36806 -22.80704 -18.89761
H 27.90063 -23.17124 -18.51882
H 27.21947 -24.66024 -19.00640
H 27.55813 -24.53512 -17.35959
O 23.28393 -20.25669 -26.28773
C 23.15033 -20.18745 -25.15188
O 22.13960 -19.75540 -24.56875
B 22.17848 -20.09355 -23.12967
O 23.35111 -20.95683 -22.99780
C 23.90211 -20.99934 -24.11636
O 25.16660 -21.32421 -24.38032
O 20.91670 -20.60935 -22.71439
C 20.44209 -19.85335 -21.93738
O 19.49934 -20.19904 -21.09302
C 21.33068 -18.77654 -21.55244
O 22.39398 -18.87500 -22.24710
O 21.06096 -17.86472 -20.68148
O 26.41942 -18.81476 -21.87470
C 25.96650 -19.25794 -20.85093
O 25.24674 -18.59237 -20.03705
B 24.64566 -19.59620 -19.13750
O 24.97983 -20.81715 -19.71933
C 25.83506 -20.62466 -20.59947
O 26.47543 -21.55394 -21.09711
O 23.19064 -19.28855 -18.99909
C 22.99231 -18.90883 -17.82574
O 21.88195 -18.79671 -17.27630
C 24.21969 -18.95609 -17.09882
O 25.16590 -19.36672 -17.79104
O 24.38320 -18.50158 -15.96322
O 24.36778 -27.56474 -12.47704
H 25.16914 -28.07544 -12.08027
H 23.91528 -26.89724 -11.81806
O 25.25171 -22.02945 -11.96584
H 25.61750 -21.16768 -11.71504
H 25.96875 -22.29890 -12.47459
O 26.02956 -26.24647 -14.25880
H 26.37625 -26.58937 -15.00959
H 25.20378 -26.73902 -13.71828
O 30.28977 -24.22041 -16.71033
H 31.10846 -23.80352 -16.96240
H 30.13256 -24.90468 -17.46984
O 23.73272 -29.07740 -17.08270
H 24.59140 -28.75278 -17.48795
H 23.53892 -29.86690 -17.60353
O 29.66598 -26.07308 -18.91055
H 28.84036 -26.59305 -18.97979
H 30.42486 -26.53845 -19.34634
O 19.37079 -19.27552 -15.88110
H 19.31780 -19.97609 -15.31682
H 20.21052 -19.28020 -16.34812
O 17.28992 -23.28357 -17.98227
H 17.44104 -23.58736 -17.04218
H 16.94081 -22.40231 -17.97164
O 17.10233 -20.44281 -20.17439
H 17.01826 -20.58706 -19.27547
H 18.00431 -20.64320 -20.57707
O 17.23546 -20.38371 -17.50486
H 18.03293 -20.57501 -17.27947
H 16.71204 -20.24914 -16.77138
O 22.62843 -27.47609 -18.96280
H 22.83587 -28.24166 -18.40330
H 21.62145 -27.40236 -18.73571
O 20.31140 -27.36942 -17.92932
H 19.61156 -26.86429 -18.37450
H 20.30400 -27.69943 -17.06959
O 28.80501 -21.91394 -16.09062
H 29.38533 -22.59694 -16.50630
H 29.37566 -21.48889 -15.42645
O 26.86644 -22.96329 -13.91526
H 27.52704 -23.53798 -13.54394
H 27.48874 -22.55312 -14.56412
O 25.95269 -27.82743 -18.25943
H 26.58271 -27.71123 -17.60244
H 26.67094 -28.24023 -18.84928
O 19.19601 -21.28010 -14.10692
H 19.12874 -22.15776 -14.54640
H 19.71330 -21.43326 -13.27060
O 23.40854 -25.42653 -20.78254
H 23.11526 -26.17640 -20.23516
H 24.29756 -25.81430 -20.98292
O 29.12785 -24.97332 -21.42995
H 28.99335 -24.07943 -21.67244
H 29.17161 -25.04528 -20.54793
O 19.79508 -22.78178 -23.68065
H 20.09362 -21.95156 -23.36576
H 20.18362 -23.40524 -23.19865
O 20.68359 -28.03582 -15.27138
H 21.14436 -28.55889 -14.62258
H 20.53020 -27.38012 -14.62341
O 16.85658 -24.32537 -20.58491
H 15.91638 -24.24089 -20.72839
H 17.10462 -24.03748 -19.69882
O 21.69703 -24.73824 -22.89748
H 22.08721 -25.16580 -21.97541
H 21.53222 -25.68138 -23.37691
*
```

Output
HOMO-LUMO gap ... 6.19 eV

[2]
The following is a quantum chemistry calculation of 17 unconnected molecules or ions with the total composition C19H72O17, from the OMol25 dataset.

```
! RIJCOSX wB97M-V def2-TZVPD def2/J DEFGRID3
* xyz 0 1
C 2.65335 -6.36542 1.26076
O 1.37460 -5.73934 1.01936
H 2.67432 -7.03066 2.12396
H 3.00223 -6.98141 0.43195
H 3.44537 -5.65236 1.48956
H 1.43572 -5.22625 0.21028
C -3.44879 5.20646 -2.81446
O -2.50187 5.96883 -2.08536
H -2.92663 4.69174 -3.62101
H -4.00672 4.49921 -2.20078
H -4.20107 5.85760 -3.25964
H -2.26542 6.72678 -2.62499
C 2.31822 4.97465 -2.53568
O 3.32445 4.37896 -3.28721
H 1.56210 4.30921 -2.11906
H 2.75548 5.45081 -1.65808
H 1.83263 5.74247 -3.13796
H 3.92803 5.01925 -3.67102
C 0.47027 -2.92023 5.12972
O 1.47277 -2.98970 4.11723
H -0.52806 -2.99317 4.69826
H 0.57966 -3.65956 5.92315
H 0.43767 -1.95212 5.62952
H 1.17150 -3.58290 3.42515
C -5.85892 -2.40391 2.66947
O -7.19540 -1.93795 2.44239
H -5.84866 -3.37365 3.16707
H -5.35948 -2.43773 1.70121
H -5.28999 -1.72077 3.30013
H -7.48247 -2.46779 1.69509
C 5.16278 -1.53842 1.02304
O 6.23225 -1.47336 2.01228
H 4.92998 -2.55553 0.70780
H 4.28348 -1.06167 1.45619
H 5.36426 -0.96114 0.12067
H 5.83965 -1.55592 2.88443
C 1.38705 2.69483 6.15735
O 1.00464 2.05922 7.32864
H 0.73674 3.56874 6.11884
H 2.43117 3.00008 6.22628
H 1.33399 2.04350 5.28496
H 0.14177 1.70840 7.09628
O 2.56442 0.71199 -2.24251
H 2.58285 1.58166 -2.64196
H 2.27514 0.86697 -1.34333
O -4.71601 -1.09101 -3.38251
H -5.29356 -0.34090 -3.24106
H -4.17571 -0.83997 -4.13170
O 1.47467 5.35924 2.28044
H 0.54184 5.57084 2.31627
H 1.91359 6.16000 2.56745
O -2.63820 6.12526 2.05645
H -2.97063 6.98067 2.32849
H -2.64553 6.15808 1.09984
C 6.08539 2.92317 2.76409
C 6.26899 2.91863 1.30551
O 7.34739 2.05630 1.11946
H 5.44107 3.75041 3.06180
H 6.98841 3.21388 3.30086
H 5.67697 1.96374 3.08159
H 6.46000 3.94325 0.98650
H 5.34803 2.53494 0.86651
H 7.11400 1.22735 1.54371
C -0.60990 0.77291 -5.56861
C -0.77287 -0.41238 -6.46999
O -2.11911 -0.81506 -6.31840
H 0.45348 0.97918 -5.69013
H -0.76042 0.54920 -4.51248
H -1.16301 1.66283 -5.86895
H -0.16691 -1.27518 -6.19343
H -0.62043 -0.22558 -7.53299
H -2.26920 -1.58408 -6.87308
C -7.54350 2.50339 3.83150
C -6.59784 2.50750 2.65086
O -7.26450 1.82575 1.60639
H -8.55034 2.87850 3.64805
H -7.14976 3.15608 4.61064
H -7.66221 1.50150 4.24408
H -5.71158 1.94122 2.93716
H -6.34835 3.54578 2.43213
H -7.29998 0.89525 1.83987
C -1.61464 -6.74230 -2.92797
C -1.95994 -5.24425 -2.93094
O -3.33544 -5.15751 -2.97024
H -0.61175 -6.92678 -2.54288
H -1.61361 -7.22081 -3.90733
H -2.18780 -7.36108 -2.23754
H -1.41855 -4.74466 -3.73431
H -1.58152 -4.79307 -2.01370
H -3.54462 -4.23274 -3.12070
C -1.18460 -0.38623 0.36249
C -0.71768 1.06923 0.60759
O 0.68322 1.18715 0.84442
H -2.17439 -0.48050 -0.08418
H -1.16875 -0.97137 1.28197
H -0.53848 -0.93354 -0.32386
H -1.25817 1.62047 1.37708
H -0.92533 1.61981 -0.30995
H 0.83265 1.96523 1.38651
C 4.75771 -3.76031 -3.35878
C 3.24958 -4.11355 -3.38846
O 2.58323 -3.42040 -2.29001
H 5.22963 -4.12939 -2.44819
H 4.86649 -2.67579 -3.35039
H 5.32066 -4.26400 -4.14458
H 3.14365 -5.19166 -3.26778
H 2.70161 -3.70990 -4.23987
H 2.60754 -2.50336 -2.57295
*
```

Output
HOMO-LUMO gap ... 9.79 eV

[3]
The following is a quantum chemistry calculation of a molecular structure, C19H7Cl2N5O6Os, from the OMol25 dataset.

```
! RIJCOSX wB97M-V def2-TZVPD def2/J DEFGRID3
* xyz 0 1
Os -0.27028 -0.07207 0.43683
O 3.80040 0.49489 0.52327
C 2.59857 0.56840 0.44861
O 1.74376 -0.39348 0.68686
C 1.91059 1.86986 0.08600
C 2.49231 3.11052 -0.08444
C 1.66272 4.19148 -0.36122
C 0.28632 4.01696 -0.46546
C -0.22721 2.74960 -0.28153
N 0.59090 1.73268 -0.01539
C -1.69119 2.35110 -0.28968
O -2.54628 3.15240 -0.56351
O -1.88540 1.08855 0.02355
H 3.56516 3.20451 0.00767
H 2.08938 5.17749 -0.48852
H -0.39224 4.83159 -0.67534
Cl -3.70662 -3.60351 1.33353
C -2.93790 -2.52158 2.42702
C -3.30666 -2.52350 3.78707
C -2.66879 -1.72828 4.69490
Cl -3.14412 -1.76818 6.36013
C -1.60830 -0.87681 4.29474
C -0.80849 -0.08220 5.14103
C 0.22022 0.64416 4.60616
C 0.44572 0.63300 3.22380
N -0.30988 -0.07605 2.40879
C -1.30949 -0.85782 2.92788
C -1.94946 -1.67988 1.97354
O -1.49908 -1.62088 0.72911
H -4.10212 -3.18089 4.10896
H -1.00581 -0.06797 6.20395
H 0.87276 1.23552 5.23159
H 1.24928 1.20309 2.78185
O 0.53749 -2.26795 -1.09810
N 0.30990 -3.40210 -0.75563
C 0.28416 -3.99144 0.39503
C -0.02768 -5.39130 0.40246
N -0.29416 -6.50776 0.42577
C 0.48258 -3.32249 1.64691
N 0.65372 -2.82763 2.67020
*
```

Output
HOMO-LUMO gap (spin up / spin down) ... 5.34 / 4.81 eV

[4]
The following is a quantum chemistry calculation of a gas-phase ion, C2 (charge -1), from the OMol25 dataset.

```
! RIJCOSX wB97M-V def2-TZVPD def2/J DEFGRID3
* xyz -1 2
C -0.55768 -0.44693 0.44178
C 0.55768 0.44693 -0.44178
*
```

Output
HOMO-LUMO gap (spin up / spin down) ... 8.81 / 6.75 eV
Expectation value of S² ... 0.752

Asked for M across the records above, the calculation gives 940.35; 572.77; 662.43; 24.02 g mol⁻¹ in order.
Asked for F_max across the records above, the calculation gives 14.3; 2.4; 3.6; 9.4 eV Å⁻¹ in order.
Asked for electronic energy across the records above, the calculation gives -101455.244; -55671.340; -67060.749; -2066.359 eV in order.